Formula: C5H11N4
Source: OMol25
Level of theory: ωB97M-V/def2-TZVPD

Computed properties:
SMILES string: C[C@@H](N)c1[nH]cc[n+]1N
total charge: +1
E_LUMO: -2.914 eV
energy relative to the best compared isomer or geometry (same formula, charge and spin): 1.883 eV
highest occupied orbital energy: -13.09 eV
E: -11315.9638 eV

The geometry in XYZ format:
```
20
C5H11N4 ωB97M-V/def2-TZVPD
C -2.174 0.291 -1.198
C -1.227 0.219 0.076
N -1.636 -0.792 1.019
C 0.231 -0.153 -0.220
N 0.754 -1.313 -0.641
C 2.157 -1.266 -0.435
C 2.465 -0.066 0.111
N 1.266 0.583 0.284
N 1.163 1.845 0.831
H -1.526 0.701 -1.990
H -2.474 -0.687 -1.491
H -2.930 1.000 -1.110
H -1.107 1.262 0.642
H -1.207 -0.947 1.861
H -2.679 -0.935 0.972
H 0.308 -2.228 -0.883
H 2.772 -2.037 -0.868
H 3.269 0.524 0.298
H 2.063 2.178 1.140
H 0.511 1.820 1.602
```

Want to see where the charge sits? The Mulliken charges in e are: -1.43, 0.54, -0.52, 0.27, -0.07, -0.62, -0.06, 0.57, -1.06, 0.38, 0.42, 0.41, 0.11, 0.15, 0.23, 0.32, 0.40, 0.44, 0.26, 0.27